# 1
{"formula": "C6H10O", "method": "the ωB97M-V functional and the def2-TZVPD basis", "elements": ["C", "C", "C", "C", "C", "C", "O", "H", "H", "H", "H", "H", "H", "H", "H", "H", "H"], "xyz": [[-2.135, -0.288, 0.050], [-1.107, 0.752, -0.336], [-0.113, 1.274, 0.668], [0.357, 0.445, -0.495], [0.971, -0.910, -0.242], [2.448, -0.771, 0.067], [3.132, 0.147, -0.317], [-3.087, 0.194, 0.299], [-1.826, -0.866, 0.927], [-2.323, -0.992, -0.769], [-1.478, 1.491, -1.044], [0.134, 2.331, 0.693], [-0.111, 0.792, 1.645], [0.870, 0.992, -1.282], [0.888, -1.564, -1.125], [0.484, -1.449, 0.580], [2.897, -1.580, 0.679]], "forces_ev_per_angstrom": [[0.01, -0.06, 0.04], [-0.10, 0.02, -0.09], [0.02, 0.12, 0.15], [0.09, 0.01, -0.13], [-0.07, 0.06, 0.04], [0.19, 0.22, -0.13], [-0.27, -0.40, 0.19], [0.15, -0.08, -0.01], [-0.01, 0.07, -0.14], [0.01, 0.10, 0.10], [0.06, -0.12, 0.11], [-0.07, -0.15, -0.03], [-0.01, 0.07, -0.17], [-0.10, -0.05, 0.12], [0.04, 0.08, 0.12], [0.07, 0.11, -0.09], [0.00, 0.00, -0.08]], "lowdin_charge": [-0.07, -0.30, -0.08, -0.27, -0.13, -0.25, 0.05, 0.08, 0.07, 0.08, 0.13, 0.10, 0.11, 0.14, 0.13, 0.11, 0.12], "smiles": "C[C@H]1C[C@H]1CC=O", "e_homo_ev": -9.71}


# 2
{"formula": "C10H12N3S2", "method": "the ωB97M-V functional and the def2-TZVPD basis", "elements": ["C", "C", "C", "C", "C", "C", "N", "N", "N", "H", "H", "H", "H", "H", "C", "C", "S", "C", "S", "C", "H", "H", "H", "H", "H", "H", "H"], "xyz": [[-3.268, -1.929, 0.000], [-2.278, -0.930, 0.000], [-0.948, -1.372, 0.000], [-0.637, -2.711, 0.000], [-1.602, -3.714, 0.000], [-2.945, -3.303, 0.000], [0.754, -2.784, 0.000], [1.319, -1.570, 0.000], [0.289, -0.694, 0.000], [-4.319, -1.641, 0.000], [-2.480, 0.144, 0.000], [-1.273, -4.748, 0.000], [-3.761, -4.033, 0.000], [1.351, -3.614, 0.000], [1.372, 3.407, 0.000], [1.950, 2.787, -1.259], [1.793, 0.997, -1.336], [0.566, 0.669, 0.000], [1.793, 0.997, 1.336], [1.949, 2.787, 1.259], [1.581, 4.483, 0.000], [0.288, 3.248, 0.000], [1.422, 3.167, -2.148], [3.028, 3.003, -1.381], [-0.391, 1.185, 0.000], [3.027, 3.003, 1.382], [1.422, 3.167, 2.147]], "forces_ev_per_angstrom": [[0.66, 0.96, 0.00], [-0.40, -0.35, 0.00], [0.45, 1.04, 0.00], [0.84, -0.78, 0.00], [-0.98, 0.01, 0.00], [1.10, -0.31, 0.00], [-0.16, 1.92, 0.00], [-2.46, -0.60, 0.00], [0.52, -4.30, 0.00], [0.34, -0.01, 0.00], [-0.26, -0.49, 0.00], [-0.35, 0.03, 0.00], [0.48, 0.24, 0.00], [-0.12, 0.50, 0.00], [0.23, -0.25, 0.00], [-0.02, 0.65, -0.76], [-1.02, -0.61, -2.02], [2.35, 1.86, 0.00], [-1.02, -0.60, 2.02], [-0.01, 0.66, 0.76], [-0.19, -0.21, 0.00], [0.12, 0.35, 0.00], [0.31, 0.10, 0.36], [-0.48, -0.10, 0.15], [0.25, 0.28, 0.00], [-0.48, -0.10, -0.16], [0.30, 0.10, -0.36]], "lowdin_charge": [-0.03, 0.03, -0.12, -0.16, 0.03, -0.03, 0.15, 0.17, -0.13, 0.12, 0.13, 0.13, 0.13, 0.20, -0.30, -0.48, 0.85, -0.75, 0.85, -0.48, 0.13, 0.10, 0.08, 0.10, 0.10, 0.10, 0.08], "total_charge": 1, "e_homo_ev": -10.71}


# 3
{"formula": "C44H51F15N4O10P", "method": "the ωB97M-V functional and the def2-TZVPD basis", "elements": ["C", "C", "P", "C", "N", "C", "C", "C", "C", "C", "C", "C", "C", "C", "C", "N", "C", "C", "C", "N", "C", "C", "C", "C", "C", "C", "C", "N", "C", "H", "H", "H", "H", "H", "H", "H", "H", "H", "H", "H", "H", "H", "H", "H", "H", "H", "H", "H", "H", "H", "H", "H", "H", "H", "H", "C", "C", "O", "C", "O", "C", "F", "F", "F", "H", "H", "H", "H", "H", "C", "C", "O", "C", "O", "C", "F", "F", "F", "H", "H", "H", "H", "H", "C", "C", "O", "C", "O", "C", "F", "F", "F", "H", "H", "H", "H", "H", "C", "C", "O", "C", "O", "C", "F", "F", "F", "H", "H", "H", "H", "H", "C", "C", "O", "C", "O", "C", "F", "F", "F", "H", "H", "H", "H", "H"], "xyz": [[0.590, 1.668, 3.396], [0.244, 2.264, 2.015], [-1.600, 2.176, 1.842], [-2.068, 3.890, 1.381], [-1.919, 1.094, 0.436], [-1.893, -0.274, 0.654], [-2.188, -0.882, -0.517], [-2.275, -2.346, -0.766], [-1.039, -2.834, -1.531], [0.187, -2.174, -1.400], [1.317, -2.588, -2.102], [1.222, -3.672, -2.967], [0.014, -4.351, -3.100], [-1.118, -3.953, -2.378], [-2.383, -4.763, -2.554], [-2.406, 0.124, -1.432], [-2.784, -0.160, -2.783], [-4.106, -0.092, -3.187], [-4.379, -0.395, -4.512], [-3.489, -0.773, -5.421], [-2.219, -0.835, -5.016], [-1.841, -0.521, -3.722], [-2.221, 1.316, -0.844], [-2.328, 2.613, -1.507], [-3.551, 3.102, -1.960], [-3.525, 4.347, -2.551], [-2.341, 5.050, -2.709], [-1.169, 4.584, -2.279], [-1.199, 3.401, -1.686], [0.121, 0.695, 3.512], [0.184, 2.308, 4.173], [1.667, 1.594, 3.491], [0.496, 3.321, 2.058], [0.757, 1.744, 1.210], [-2.115, 4.439, 2.319], [-1.314, 4.365, 0.758], [-3.036, 3.939, 0.896], [-1.681, -0.715, 1.606], [-3.145, -2.528, -1.388], [-2.353, -2.860, 0.187], [0.299, -1.323, -0.743], [2.251, -2.064, -1.974], [2.074, -4.008, -3.540], [-0.071, -5.196, -3.768], [-2.156, -5.813, -2.397], [-2.788, -4.599, -3.550], [-3.130, -4.514, -1.810], [-4.884, 0.191, -2.496], [-5.407, -0.320, -4.842], [-1.481, -1.140, -5.741], [-0.797, -0.566, -3.446], [-4.465, 2.542, -1.849], [-4.442, 4.778, -2.924], [-2.375, 6.020, -3.181], [-0.255, 3.021, -1.308], [4.451, 5.211, -1.572], [4.266, 5.765, -0.178], [3.934, 4.713, 0.762], [4.946, 3.981, 1.194], [6.097, 4.088, 0.897], [4.433, 2.946, 2.208], [3.326, 2.320, 1.769], [4.121, 3.532, 3.371], [5.346, 2.011, 2.455], [3.563, 4.656, -1.882], [4.622, 6.022, -2.277], [5.298, 4.526, -1.616], [3.431, 6.450, -0.157], [5.148, 6.302, 0.165], [0.317, 9.513, -3.620], [1.692, 10.119, -3.798], [2.337, 10.342, -2.526], [2.892, 9.289, -1.960], [2.916, 8.170, -2.386], [3.568, 9.703, -0.643], [2.770, 10.473, 0.099], [4.690, 10.385, -0.888], [3.888, 8.621, 0.074], [-0.290, 10.135, -2.962], [-0.182, 9.427, -4.584], [0.379, 8.521, -3.173], [1.618, 11.100, -4.260], [2.328, 9.502, -4.431], [6.798, -0.169, 4.489], [5.643, -0.755, 3.707], [5.742, -2.191, 3.626], [5.342, -2.862, 4.696], [4.907, -2.400, 5.708], [5.473, -4.373, 4.437], [6.656, -4.673, 3.895], [4.513, -4.774, 3.589], [5.343, -5.058, 5.566], [7.748, -0.489, 4.060], [6.752, 0.919, 4.473], [6.778, -0.500, 5.526], [5.666, -0.403, 2.680], [4.681, -0.470, 4.133], [-4.675, -4.615, 5.399], [-5.524, -3.363, 5.363], [-4.713, -2.173, 5.499], [-4.091, -1.758, 4.418], [-4.120, -2.252, 3.326], [-3.309, -0.471, 4.730], [-2.602, -0.576, 5.854], [-4.138, 0.569, 4.856], [-2.461, -0.203, 3.729], [-4.071, -4.639, 6.305], [-5.311, -5.499, 5.374], [-3.995, -4.655, 4.548], [-6.209, -3.343, 6.207], [-6.119, -3.301, 4.453], [-0.685, -8.381, -1.595], [-1.748, -8.808, -2.585], [-1.742, -10.230, -2.785], [-2.351, -10.946, -1.848], [-2.893, -10.522, -0.872], [-2.297, -12.438, -2.218], [-1.069, -12.795, -2.607], [-3.144, -12.688, -3.225], [-2.644, -13.190, -1.181], [0.296, -8.740, -1.909], [-0.652, -7.294, -1.514], [-0.878, -8.792, -0.605], [-1.545, -8.372, -3.562], [-2.742, -8.481, -2.280]], "forces_ev_per_angstrom": [[-0.24, 0.00, -0.64], [-0.60, -0.13, 0.51], [-0.49, 0.20, 1.23], [0.51, -0.31, -0.64], [0.57, 0.51, -0.15], [-0.09, 0.16, -0.43], [-0.06, -0.31, 1.15], [0.77, 0.42, -0.96], [0.25, -0.27, -0.18], [0.21, -0.31, -0.22], [-0.50, -0.20, -0.05], [-0.31, -0.14, -0.02], [0.00, 0.64, 0.48], [0.09, 0.02, 0.01], [0.34, 0.35, 0.35], [-0.04, -0.51, -0.22], [-0.41, 0.30, -0.78], [0.43, 0.02, 0.23], [-0.61, 0.03, -0.09], [0.30, 0.04, 0.20], [-0.62, 0.11, 0.11], [0.94, -0.02, 0.34], [0.04, -0.06, 0.06], [-0.40, 0.21, -0.20], [0.66, 0.11, -0.01], [-0.72, 0.18, -0.36], [-0.07, -0.39, 0.30], [-0.25, 0.15, -0.02], [0.54, -0.36, 0.15], [0.17, -0.22, 0.10], [0.08, 0.06, 0.20], [0.11, -0.06, 0.22], [0.23, 0.08, -0.52], [0.13, 0.15, -0.16], [-0.07, -0.10, 0.19], [-0.07, 0.15, -0.13], [-0.16, 0.02, 0.03], [-0.03, 0.05, 0.24], [-0.28, -0.19, 0.17], [-0.27, -0.05, 0.11], [-0.15, 0.07, 0.11], [0.12, 0.05, 0.00], [0.15, 0.04, 0.00], [0.06, -0.12, -0.07], [-0.03, -0.19, -0.27], [-0.17, -0.18, -0.08], [-0.22, 0.05, -0.03], [-0.19, -0.02, 0.01], [-0.06, -0.07, -0.15], [0.09, -0.02, -0.12], [0.07, -0.06, 0.02], [-0.13, -0.02, 0.03], [-0.06, 0.07, -0.01], [0.25, 0.14, -0.08], [0.15, 0.05, -0.06], [0.11, -0.35, 0.07], [0.07, 0.18, -0.49], [-0.05, -0.09, 0.17], [-0.04, 0.35, -0.26], [0.08, -0.16, 0.11], [-0.09, -0.34, 0.36], [0.03, 0.04, -0.15], [0.01, 0.10, -0.06], [0.07, 0.14, -0.11], [-0.06, 0.12, -0.03], [-0.06, 0.05, 0.02], [0.05, 0.08, 0.02], [-0.20, -0.13, 0.15], [0.07, -0.16, 0.11], [0.00, -0.11, 0.30], [-0.28, 0.01, -0.47], [0.10, 0.05, 0.09], [-0.14, 0.06, -0.35], [0.07, -0.10, 0.14], [0.15, 0.15, 0.40], [-0.05, -0.07, -0.04], [-0.01, -0.04, -0.10], [-0.03, 0.21, -0.07], [-0.02, 0.07, -0.09], [0.02, 0.04, -0.03], [0.05, -0.03, -0.08], [0.08, 0.08, 0.17], [0.07, -0.09, 0.15], [0.10, -0.23, 0.16], [0.11, 0.52, -0.01], [-0.08, -0.14, -0.07], [-0.02, 0.35, -0.09], [-0.05, -0.13, 0.08], [0.11, -0.28, 0.04], [-0.02, 0.02, -0.01], [-0.02, 0.05, -0.02], [-0.03, 0.05, 0.01], [-0.01, 0.08, -0.08], [-0.01, 0.01, -0.04], [-0.08, 0.05, 0.01], [0.03, -0.23, -0.08], [0.00, -0.17, 0.11], [0.29, 0.14, -0.05], [-0.31, -0.50, 0.05], [0.02, 0.16, 0.02], [-0.29, -0.31, 0.04], [0.13, 0.13, -0.09], [0.21, 0.20, 0.13], [0.00, -0.06, -0.05], [-0.07, -0.05, -0.07], [-0.03, -0.11, 0.12], [-0.09, -0.04, 0.06], [-0.04, 0.02, 0.02], [-0.07, -0.02, -0.06], [0.10, 0.19, 0.07], [0.14, 0.11, -0.09], [0.07, -0.27, 0.17], [0.10, 0.56, 0.00], [-0.03, -0.12, -0.08], [0.01, 0.33, -0.05], [-0.05, -0.11, 0.07], [0.06, -0.29, 0.01], [-0.01, 0.03, 0.00], [-0.01, 0.05, -0.01], [-0.02, 0.05, 0.01], [0.00, 0.08, -0.09], [0.01, 0.01, -0.04], [-0.09, 0.05, 0.00], [0.01, -0.21, -0.09], [-0.02, -0.15, 0.11]], "lowdin_charge": [-0.15, -0.39, 1.05, -0.26, -0.12, -0.02, -0.18, -0.04, -0.17, -0.05, -0.07, -0.07, -0.04, -0.22, -0.02, 0.12, -0.19, 0.01, -0.12, 0.09, -0.10, 0.02, -0.18, -0.16, 0.00, -0.04, -0.11, 0.10, -0.11, 0.05, 0.08, 0.05, 0.08, 0.07, 0.05, 0.03, 0.04, 0.12, 0.11, 0.14, 0.10, 0.10, 0.11, 0.11, 0.06, 0.09, 0.07, 0.12, 0.11, 0.12, 0.12, 0.12, 0.11, 0.11, 0.13, -0.05, -0.19, 0.03, -0.41, 0.19, -0.53, 0.14, 0.17, 0.17, 0.08, 0.08, 0.08, 0.10, 0.13, -0.06, -0.19, 0.05, -0.40, 0.16, -0.54, 0.18, 0.18, 0.15, 0.09, 0.08, 0.07, 0.13, 0.13, -0.05, -0.21, 0.04, -0.40, 0.17, -0.55, 0.17, 0.16, 0.18, 0.09, 0.08, 0.08, 0.11, 0.12, -0.06, -0.18, 0.05, -0.41, 0.15, -0.54, 0.18, 0.17, 0.10, 0.09, 0.09, 0.08, 0.13, 0.13, -0.05, -0.21, 0.04, -0.40, 0.17, -0.55, 0.17, 0.17, 0.18, 0.09, 0.06, 0.08, 0.12, 0.12], "total_charge": 1, "e_homo_ev": -11.59}


# 4
{"formula": "C4H8N2O", "method": "the ωB97M-V functional and the def2-TZVPD basis", "elements": ["H", "N", "C", "O", "C", "N", "C", "C", "H", "H", "H", "H", "H", "H", "H"], "xyz": [[2.822, -0.621, -1.798], [2.165, -1.007, -1.121], [1.744, -0.122, -0.336], [1.799, 1.183, -0.073], [0.819, 0.192, 0.710], [-0.532, 0.134, 0.494], [-1.656, 0.939, 0.866], [-1.354, 0.614, -0.570], [1.109, 0.139, 1.754], [-2.436, 0.386, 1.390], [-1.513, 1.969, 1.188], [-1.922, -0.144, -1.104], [-0.986, 1.440, -1.181], [0.283, -2.497, -0.306], [-0.342, -2.604, 0.086]], "forces_ev_per_angstrom": [[0.03, 0.03, 0.02], [0.05, 0.40, 0.19], [-0.01, -0.29, -0.13], [-0.19, 0.08, -0.13], [-0.20, -0.20, 0.18], [0.15, -0.07, 0.07], [-0.10, 0.13, 0.20], [-0.03, 0.01, -0.26], [0.06, 0.04, -0.14], [0.10, 0.21, -0.14], [0.10, -0.15, -0.07], [0.00, 0.15, 0.10], [0.05, -0.20, 0.15], [-0.08, -0.10, 0.02], [0.08, -0.05, -0.05]], "lowdin_charge": [0.06, 0.15, -0.50, 0.07, -0.15, -0.09, -0.09, -0.10, 0.16, 0.11, 0.11, 0.11, 0.12, 0.02, 0.04], "smiles": "[H]/N=C1\\O[C@H]1N1CC1.[H][H]", "e_homo_ev": -9.61}


# 5
{"formula": "C3H5N3", "method": "the ωB97M-V functional and the def2-TZVPD basis", "elements": ["H", "N", "C", "C", "N", "C", "N", "H", "H", "H", "H"], "xyz": [[-0.344, -1.077, 3.095], [0.143, -1.202, 2.221], [-0.177, -0.285, 1.412], [0.366, -0.465, 0.047], [0.688, 1.182, -0.064], [0.173, 0.512, -0.976], [-0.151, 0.580, -2.282], [-0.679, 0.670, 1.717], [1.196, -1.188, -0.041], [-0.500, 1.480, -2.575], [-0.714, -0.206, -2.553]], "forces_ev_per_angstrom": [[0.33, 0.30, 0.67], [-0.64, -0.50, 0.32], [-0.46, -1.29, -0.01], [0.77, 1.32, 1.17], [1.19, 0.12, -1.26], [-0.19, 0.59, 0.20], [-0.49, -0.06, -0.01], [0.01, -0.94, -0.71], [-0.42, 0.47, 0.20], [0.11, -0.01, -0.22], [-0.21, 0.01, -0.36]], "lowdin_charge": [0.03, 0.07, -0.29, -0.10, 0.19, -0.52, 0.16, 0.13, 0.13, 0.11, 0.10], "smiles": "[H]/N=C/[C@@H]1N=C1N", "e_homo_ev": -9.10}


# 6
{"formula": "C6H14O4", "method": "the ωB97M-V functional and the def2-TZVPD basis", "elements": ["C", "C", "C", "O", "O", "O", "H", "H", "H", "H", "H", "H", "H", "H", "C", "C", "C", "O", "H", "H", "H", "H", "H", "H"], "xyz": [[-0.660, -0.336, -1.725], [-1.243, 0.399, 0.015], [-1.135, 1.905, -0.151], [0.418, 0.446, -2.065], [-0.392, -1.607, -1.637], [-1.764, -0.028, -2.483], [0.171, 1.103, -2.728], [0.073, -1.945, -0.605], [-2.229, -0.851, -2.675], [-1.017, 0.123, 1.039], [-2.263, 0.038, -0.116], [-1.561, 2.225, -1.102], [-1.666, 2.441, 0.640], [-0.091, 2.232, -0.121], [0.743, -0.741, 2.504], [2.054, -0.229, 0.375], [0.963, -1.005, 1.044], [0.529, -2.083, 0.568], [1.721, 0.798, 0.205], [0.692, 0.329, 2.699], [1.596, -1.145, 3.055], [-0.158, -1.235, 2.861], [2.279, -0.614, -0.612], [2.940, -0.219, 1.016]], "forces_ev_per_angstrom": [[-0.68, 1.26, 3.76], [-0.31, -0.29, -2.49], [-0.15, -0.13, 0.12], [0.43, 0.40, -0.68], [0.61, -1.70, 1.20], [0.12, 0.15, -0.54], [-0.18, -0.16, 0.10], [-0.65, 0.88, -2.31], [0.12, -0.05, 0.10], [0.65, -0.36, -0.05], [-0.17, 0.21, 0.02], [0.04, 0.01, 0.00], [0.00, 0.04, 0.01], [-0.01, 0.01, -0.04], [-0.36, 0.20, -0.06], [-0.63, 0.56, -0.50], [1.08, -2.21, 0.32], [0.00, 1.39, 0.94], [0.10, 0.05, 0.23], [0.04, 0.01, 0.05], [0.06, 0.01, -0.11], [0.01, 0.01, -0.07], [0.06, -0.27, -0.02], [-0.18, -0.03, 0.01]], "lowdin_charge": [-0.68, -0.11, -0.15, 0.04, 0.01, 0.05, 0.12, 0.09, 0.12, 0.04, 0.08, 0.07, 0.07, 0.06, -0.02, 0.01, -0.42, 0.06, 0.09, 0.09, 0.10, 0.09, 0.09, 0.10], "e_homo_ev": -8.25}